Below is a 2-piece molecular cluster, C2H4F2OS overall at a distorted geometry, with properties calculated with ωB97M-V with the def2-TZVPD basis set.

maximum force: 0.0316 hartree/bohr
energy relative to the best compared isomer or geometry (same formula, charge and spin): 2.623 eV
gap between HOMO and LUMO (alpha / beta): 8.72 / 8.61 eV

The geometry in ORCA input format:
```
! RIJCOSX wB97M-V def2-TZVPD def2/J DEFGRID3
* xyz 0 1
C 1.615 -0.578 0.460
C -2.173 0.314 -0.334
O 1.621 1.615 -1.005
F -1.805 -0.946 -0.614
F -2.771 0.353 0.858
S 1.112 1.169 0.293
H 1.412 -0.886 1.480
H 2.673 -0.659 0.232
H 1.041 -1.179 -0.239
H -2.725 0.797 -1.131
*
```